The ion C36H65ClN3O3S with charge +1 in a non-equilibrium geometry. Source: OMol25; level of theory: ωB97M-V/def2-TZVPD.

- orbital gap (eV) = 7.2
- total charge = +1
- E_tot (Eh) = -2658.6751

Each atom is followed by the atoms it is bonded to, with distances in Å.
Geometry (Å):
1 C -2.2480 3.0565 3.8273  C2 1.537, H45 1.090, H46 1.086, H47 1.089
2 C -2.7344 1.6472 3.4535  C1 1.537, C3 1.538, H48 1.092, H49 1.092
3 C -4.2461 1.5261 3.1990  C2 1.538, C4 1.540, H50 1.090, H51 1.091
4 C -4.8654 2.7453 2.4912  C3 1.540, C5 1.548, H52 1.087, H53 1.088
5 C -6.1714 2.3734 1.7488  C4 1.548, C6 1.532, H54 1.090, H55 1.091
6 C -6.3531 3.0987 0.4121  C5 1.532, C7 1.549, H56 1.090, H57 1.091
7 C -5.7230 2.3197 -0.7698  C6 1.549, C8 1.536, H58 1.089, H59 1.090
8 C -4.1904 2.4081 -0.7074  C7 1.536, C9 1.531, H60 1.091, H61 1.088
9 C -3.4861 2.2121 -2.0521  C8 1.531, C10 1.547, H62 1.089, H63 1.088
10 C -2.0043 1.8783 -1.7564  C9 1.547, C11 1.539, H64 1.093, H65 1.086
11 C -0.9888 2.4888 -2.7386  C10 1.539, C12 1.535, H66 1.088, H67 1.098
12 C 0.0315 3.4275 -2.0809  C11 1.535, C13 1.545, H68 1.092, H69 1.091
13 C 0.8054 2.8076 -0.8962  C12 1.545, C14 1.542, H70 1.086, H71 1.090
14 C 2.2337 2.4903 -1.3835  C13 1.542, C15 1.594, H72 1.093, H73 1.086
15 C 3.1227 1.7571 -0.2828  C14 1.594, C16 1.546, C24 1.541, H74 1.081
16 C 4.5454 2.2739 -0.5972  C15 1.546, C17 1.548, C21 1.517, H75 1.091
17 C 5.6557 2.3358 0.4803  C16 1.548, C18 1.516, H76 1.089, H77 1.084
18 C 5.1039 3.0014 1.7251  C17 1.516, C19 1.471, O20 1.374, H78 1.077
19 C 4.3397 2.1419 2.6427  C18 1.471, O20 1.420, H79 1.080, H80 1.075
20 O 5.6567 2.5965 2.9164  C18 1.374, C19 1.420
21 C 4.8610 1.3338 -1.7447  C16 1.517, N22 1.275, H81 1.079
22 N 4.0944 0.3150 -1.7751  C21 1.275, Cl23 1.706, C24 1.493
23 Cl 4.3002 -0.8006 -3.0486  N22 1.706
24 C 3.1208 0.2594 -0.6442  C15 1.541, N22 1.493, C25 1.577, C37 1.515
25 C 3.8985 -0.6077 0.4184  C24 1.577, C26 1.539, H82 1.085, H83 1.088
26 C 4.1096 -2.0803 0.0232  C25 1.539, C27 1.533, H84 1.092, H85 1.084
27 C 3.7855 -3.0470 1.1680  C26 1.533, C28 1.529, H86 1.091, H87 1.089
28 C 3.9887 -4.5174 0.8010  C27 1.529, C29 1.535, H88 1.091, H89 1.091
29 C 3.3567 -4.9269 -0.5370  C28 1.535, C30 1.527, H90 1.097, H91 1.088
30 C 1.9061 -4.4645 -0.6597  C29 1.527, C31 1.533, H92 1.094, H93 1.088
31 C 1.2303 -4.8342 -1.9851  C30 1.533, C32 1.554, H94 1.091, H95 1.088
32 C 0.1308 -3.7958 -2.3443  C31 1.554, C33 1.524, H96 1.095, H97 1.091
33 C -1.1144 -4.4328 -2.9506  C32 1.524, C34 1.531, H98 1.090, H99 1.091
34 C -2.1538 -3.3465 -3.2377  C33 1.531, O35 1.419, H100 1.094, H101 1.089
35 O -2.6274 -2.7109 -2.0602  C34 1.419, C36 1.413
36 C -3.4711 -3.5486 -1.2965  O35 1.413, H102 1.095, H103 1.092, H104 1.088
37 C 1.7786 -0.4083 -0.8614  C24 1.515, C38 1.535, H105 1.088, H106 1.090
38 C 1.0837 -0.6460 0.4866  C37 1.535, S39 1.800, H107 1.082, H108 1.090
39 S -0.6930 -0.8163 0.2521  C38 1.800, C40 1.745
40 C -1.0841 -1.2927 1.8851  S39 1.745, N41 1.288, O44 1.345
41 N -0.2100 -1.2867 2.8309  C40 1.288, N42 1.399
42 N -0.8831 -1.7560 3.9645  N41 1.399, C43 1.283
43 C -2.0911 -1.9829 3.5970  N42 1.283, O44 1.364, H109 1.075
44 O -2.3029 -1.7050 2.2785  C40 1.345, C43 1.364
45 H -1.3869 2.9526 4.4883  C1 1.090
46 H -2.9912 3.6474 4.3536  C1 1.086
47 H -1.8697 3.5739 2.9475  C1 1.089
48 H -2.4726 0.9845 4.2809  C2 1.092
49 H -2.1796 1.2726 2.5911  C2 1.092
50 H -4.7504 1.4114 4.1591  C3 1.090
51 H -4.4180 0.6299 2.6009  C3 1.091
52 H -4.1382 3.2066 1.8275  C4 1.087
53 H -5.1012 3.4795 3.2592  C4 1.088
54 H -6.2397 1.2914 1.6356  C5 1.090
55 H -6.9907 2.6484 2.4141  C5 1.091
56 H -5.9328 4.1025 0.4679  C6 1.090
57 H -7.4204 3.1728 0.2011  C6 1.091
58 H -6.1316 2.7290 -1.6923  C7 1.089
59 H -6.0265 1.2837 -0.6226  C7 1.090
60 H -3.8545 1.6177 -0.0343  C8 1.091
61 H -3.8992 3.3810 -0.3160  C8 1.088
62 H -3.9416 1.3893 -2.6002  C9 1.089
63 H -3.5214 3.1282 -2.6383  C9 1.088
64 H -1.7998 2.3178 -0.7771  C10 1.093
65 H -1.8644 0.8043 -1.6718  C10 1.086
66 H -1.4951 3.0031 -3.5533  C11 1.088
67 H -0.4188 1.6865 -3.2252  C11 1.098
68 H 0.7242 3.7631 -2.8548  C12 1.092
69 H -0.5107 4.3193 -1.7629  C12 1.091
70 H 0.3171 1.9219 -0.5004  C13 1.086
71 H 0.8947 3.5997 -0.1533  C13 1.090
72 H 2.1008 1.8738 -2.2758  C14 1.093
73 H 2.6714 3.4360 -1.6907  C14 1.086
74 H 2.6062 2.0468 0.6221  C15 1.081
75 H 4.6192 3.2430 -1.0925  C16 1.091
76 H 6.4248 3.0431 0.1717  C17 1.089
77 H 6.0447 1.3812 0.8160  C17 1.084
78 H 4.7787 4.0223 1.6209  C18 1.077
79 H 3.6171 2.6962 3.2232  C19 1.080
80 H 4.2838 1.0859 2.4488  C19 1.075
81 H 5.6323 1.5295 -2.4736  C21 1.079
82 H 3.4696 -0.4951 1.4088  C25 1.085
83 H 4.8854 -0.1555 0.4848  C25 1.088
84 H 5.1706 -2.2351 -0.1837  C26 1.092
85 H 3.5894 -2.3737 -0.8814  C26 1.084
86 H 4.4739 -2.8074 1.9802  C27 1.091
87 H 2.7717 -2.9192 1.5460  C27 1.089
88 H 3.5349 -5.1339 1.5789  C28 1.091
89 H 5.0427 -4.7985 0.7815  C28 1.091
90 H 3.9130 -4.4345 -1.3435  C29 1.097
91 H 3.4472 -5.9928 -0.7333  C29 1.088
92 H 1.3249 -4.9105 0.1535  C30 1.094
93 H 1.8041 -3.3884 -0.5342  C30 1.088
94 H 1.9335 -4.8380 -2.8193  C31 1.091
95 H 0.7480 -5.8073 -1.9276  C31 1.088
96 H 0.5408 -3.0511 -3.0342  C32 1.095
97 H -0.1635 -3.2615 -1.4399  C32 1.091
98 H -1.4906 -5.1586 -2.2301  C33 1.090
99 H -0.9134 -4.9413 -3.8948  C33 1.091
100 H -3.0162 -3.7606 -3.7691  C34 1.094
101 H -1.6862 -2.5939 -3.8703  C34 1.089
102 H -2.8911 -4.2015 -0.6360  C36 1.095
103 H -4.1141 -4.1758 -1.9178  C36 1.092
104 H -4.0849 -2.9030 -0.6727  C36 1.088
105 H 1.8571 -1.3704 -1.3630  C37 1.088
106 H 1.0909 0.1723 -1.4769  C37 1.090
107 H 1.4911 -1.4995 1.0126  C38 1.082
108 H 1.2383 0.2342 1.1109  C38 1.090
109 H -2.8249 -2.3625 4.2850  C43 1.075

Here are the Löwdin charges for atoms 1 to 99, given in e: atom 1 (C): -0.103, atom 2 (C): -0.258, atom 3 (C): -0.210, atom 4 (C): -0.211, atom 5 (C): -0.200, atom 6 (C): -0.210, atom 7 (C): -0.192, atom 8 (C): -0.224, atom 9 (C): -0.186, atom 10 (C): -0.220, atom 11 (C): -0.197, atom 12 (C): -0.196, atom 13 (C): -0.177, atom 14 (C): -0.143, atom 15 (C): -0.146, atom 16 (C): -0.186, atom 17 (C): -0.070, atom 18 (C): -0.329, atom 19 (C): -0.082, atom 20 (O): 0.006, atom 21 (C): 0.004, atom 22 (N): -0.363, atom 23 (Cl): 0.877, atom 24 (C): -0.350, atom 25 (C): -0.102, atom 26 (C): -0.198, atom 27 (C): -0.195, atom 28 (C): -0.194, atom 29 (C): -0.204, atom 30 (C): -0.212, atom 31 (C): -0.180, atom 32 (C): -0.213, atom 33 (C): -0.181, atom 34 (C): -0.232, atom 35 (O): -0.220, atom 36 (C): -0.107, atom 37 (C): -0.172, atom 38 (C): -0.445, atom 39 (S): 1.054, atom 40 (C): -0.684, atom 41 (N): 0.047, atom 42 (N): 0.070, atom 43 (C): -0.174, atom 44 (O): 0.044, atom 45 (H): 0.067, atom 46 (H): 0.073, atom 47 (H): 0.065, atom 48 (H): 0.093, atom 49 (H): 0.084, atom 50 (H): 0.114, atom 51 (H): 0.093, atom 52 (H): 0.086, atom 53 (H): 0.107, atom 54 (H): 0.101, atom 55 (H): 0.107, atom 56 (H): 0.110, atom 57 (H): 0.103, atom 58 (H): 0.109, atom 59 (H): 0.108, atom 60 (H): 0.111, atom 61 (H): 0.109, atom 62 (H): 0.115, atom 63 (H): 0.110, atom 64 (H): 0.092, atom 65 (H): 0.064, atom 66 (H): 0.107, atom 67 (H): 0.103, atom 68 (H): 0.107, atom 69 (H): 0.116, atom 70 (H): 0.079, atom 71 (H): 0.120, atom 72 (H): 0.117, atom 73 (H): 0.116, atom 74 (H): 0.147, atom 75 (H): 0.153, atom 76 (H): 0.133, atom 77 (H): 0.120, atom 78 (H): 0.155, atom 79 (H): 0.126, atom 80 (H): 0.099, atom 81 (H): 0.160, atom 82 (H): 0.115, atom 83 (H): 0.100, atom 84 (H): 0.124, atom 85 (H): 0.055, atom 86 (H): 0.122, atom 87 (H): 0.101, atom 88 (H): 0.115, atom 89 (H): 0.112, atom 90 (H): 0.104, atom 91 (H): 0.119, atom 92 (H): 0.131, atom 93 (H): 0.068, atom 94 (H): 0.111, atom 95 (H): 0.110, atom 96 (H): 0.113, atom 97 (H): 0.077, atom 98 (H): 0.110, atom 99 (H): 0.123